Below is a structure of composition C33H41N6O4RbSiTe, with properties calculated with ωB97M-V/def2-TZVPD.

Spin multiplicity: 1
Net charge: -2
Frontier orbital gap in eV: 5.7
E_HOMO in eV: -1.8

Cartesian coordinates (Å):
Rb1 -0.202997 -0.875920 -0.511049
O1 4.306838 1.489507 0.163560
C1 3.280214 0.638596 -0.055216
O2 2.164667 1.037190 -0.210824
C2 3.687154 -0.793032 -0.114356
C3 4.966991 -1.191769 0.224895
C4 5.262355 -2.547701 0.154415
C5 4.277736 -3.422502 -0.252841
C6 3.006486 -2.931065 -0.558392
N1 2.722386 -1.633027 -0.491539
C7 1.898714 -3.921949 -0.980047
O3 2.332243 -4.986798 -1.461547
O4 0.730290 -3.544824 -0.757444
H1 3.911206 2.372559 0.104227
H2 5.698181 -0.460538 0.538297
H3 6.249540 -2.907070 0.419257
H4 4.446746 -4.485486 -0.350789
C8 0.903713 2.761170 4.178112
C9 1.670517 1.676272 3.417960
C10 1.727681 0.391308 4.199063
C11 2.745872 0.167114 5.113564
C12 2.794583 -1.001667 5.863168
C13 1.824803 -1.968730 5.652882
C14 0.785413 -1.781256 4.744299
C15 -0.166090 -2.930334 4.487554
C16 -1.148399 -3.189120 5.635381
C17 0.704388 -0.562533 4.033203
N2 -0.306410 -0.299227 3.113113
C18 -1.531797 -0.276729 3.514920
C19 -2.695093 -0.220886 2.703109
C20 -4.018147 -0.070470 3.182104
C21 -4.831821 -0.066684 2.055997
C22 -3.952667 -0.225166 0.956055
N3 -2.679984 -0.322109 1.335677
H5 0.828162 3.680283 3.590506
H6 1.399095 2.995839 5.123851
H7 -0.102199 2.401446 4.410668
H8 2.687843 2.021574 3.215319
H9 1.178326 1.492302 2.466537
H10 3.517925 0.922055 5.236693
H11 3.590150 -1.164145 6.580594
H12 1.876423 -2.906919 6.199342
H13 0.431296 -3.832873 4.330294
H14 -0.721783 -2.750932 3.569510
H15 -0.616185 -3.358622 6.575235
H16 -1.763290 -4.068752 5.426653
H17 -1.816102 -2.337301 5.774949
H18 -1.730392 -0.265029 4.596001
H19 -4.319775 0.020360 4.217816
H20 -5.907223 0.036886 2.016576
H21 -4.218949 -0.264455 -0.094038
N4 -2.365113 3.942451 2.990554
C23 -2.500268 3.691076 1.640520
C24 -1.819815 2.619815 1.031729
N5 -1.957715 2.354675 -0.245573
C25 -2.805303 3.118187 -0.941306
C26 -3.474038 4.160184 -0.341959
N6 -3.319675 4.471047 0.951982
H22 -1.575122 3.545373 3.465119
H23 -2.692946 4.837248 3.305681
H24 -1.168244 1.969730 1.614017
H25 -2.911192 2.886643 -1.995940
H26 -4.164470 4.781834 -0.903098
C27 2.436890 3.746920 -2.664878
Te1 0.724289 2.229686 -2.503578
C28 0.125897 3.123757 -4.366151
H27 2.908383 3.636284 -3.646120
H28 3.212591 3.590481 -1.904409
H29 2.076086 4.777184 -2.568490
H30 0.184638 4.210517 -4.273202
H31 -0.894795 2.822556 -4.590766
H32 0.783492 2.794648 -5.173710
C29 -3.566063 0.810174 -6.299422
Si1 -2.486512 -0.541937 -5.551572
C30 -1.336715 -1.097933 -6.935023
C31 -3.588833 -2.012994 -5.167102
C32 -1.610109 0.086641 -4.122511
C33 -1.027257 0.618581 -3.174382
H33 -4.049552 0.469021 -7.222095
H34 -2.954224 1.685926 -6.537976
H35 -4.344340 1.130237 -5.600007
H36 -1.906229 -1.380821 -7.826900
H37 -0.740093 -1.960029 -6.620907
H38 -0.643067 -0.297233 -7.209346
H39 -4.101984 -2.367444 -6.066671
H40 -4.342049 -1.761898 -4.414960
H41 -2.986343 -2.834865 -4.769050

Forces on the atoms, in the same order (eV/Å):
-0.291 0.131 0.101
0.169 0.089 0.034
0.248 -0.107 -0.148
-0.454 0.076 0.378
0.038 -0.173 0.014
0.111 0.030 0.032
-0.019 0.010 0.030
0.122 0.021 0.015
-0.060 0.105 -0.103
0.108 -0.133 0.193
-0.115 -0.070 0.075
-0.091 0.057 0.056
0.162 -0.078 -0.119
0.015 0.008 0.011
0.004 -0.016 -0.012
0.015 0.001 -0.005
-0.041 0.006 -0.019
0.029 -0.018 -0.040
0.023 0.058 0.157
0.014 0.018 -0.005
0.025 -0.016 0.020
-0.057 0.003 -0.064
0.010 0.059 0.042
-0.039 0.026 -0.145
-0.058 0.071 0.150
0.029 0.014 -0.075
0.086 -0.010 0.240
0.049 -0.274 -0.277
-0.045 0.120 0.070
-0.071 -0.043 -0.026
0.038 0.013 -0.002
0.074 0.002 -0.090
-0.021 -0.002 0.151
0.057 -0.084 -0.035
-0.016 -0.017 0.010
-0.037 0.002 -0.005
0.014 0.001 0.026
0.013 0.019 -0.021
0.009 -0.022 -0.146
-0.027 -0.008 -0.013
0.011 -0.014 -0.022
-0.004 0.010 -0.043
-0.003 0.008 -0.035
0.011 -0.009 -0.052
-0.017 0.009 -0.008
0.023 0.040 0.015
0.008 -0.004 0.004
-0.043 -0.104 0.078
0.027 0.025 -0.017
0.017 -0.003 0.004
0.009 0.000 0.023
-0.059 -0.103 -0.053
-0.079 0.051 0.062
0.113 -0.059 0.017
-0.096 -0.113 0.254
0.107 0.008 -0.184
-0.043 0.058 0.064
-0.010 -0.046 -0.034
0.030 0.026 0.005
0.039 0.048 -0.013
-0.058 0.054 -0.021
-0.016 0.004 0.035
0.033 -0.017 -0.032
-0.141 0.066 0.118
0.898 0.749 -0.478
-0.069 -0.011 -0.089
-0.023 -0.029 0.035
-0.109 -0.086 -0.004
0.005 -0.052 -0.001
0.027 -0.084 0.051
0.042 -0.020 0.053
-0.022 -0.006 0.082
-0.071 0.095 -0.024
-0.124 -0.019 -0.256
0.169 -0.021 0.004
-0.019 -0.067 0.144
0.000 -0.051 0.243
-0.567 -0.212 -0.418
0.015 0.014 0.053
-0.038 -0.046 0.014
0.058 -0.023 -0.029
0.011 0.002 0.039
-0.027 0.065 -0.021
-0.043 -0.046 0.021
0.014 0.016 0.013
0.045 -0.006 -0.037
-0.051 0.031 -0.015

The computed Löwdin charges, all in e, follow:
1. Rb 0.6772
2. O 0.0948
3. C -0.4753
4. O -0.0623
5. C -0.1929
6. C -0.0129
7. C -0.0610
8. C -0.0023
9. C -0.1590
10. N 0.1483
11. C -0.6840
12. O -0.0465
13. O -0.1409
14. H 0.1164
15. H 0.1072
16. H 0.0977
17. H 0.1097
18. C -0.0950
19. C -0.2017
20. C -0.1796
21. C -0.0659
22. C -0.1117
23. C -0.0692
24. C -0.1650
25. C -0.1963
26. C -0.0992
27. C -0.1906
28. N 0.0888
29. C -0.1337
30. C -0.3745
31. C -0.1030
32. C -0.1374
33. C -0.2211
34. N 0.0021
35. H 0.0696
36. H 0.0699
37. H 0.0615
38. H 0.1070
39. H 0.0875
40. H 0.1038
41. H 0.0853
42. H 0.1044
43. H 0.1110
44. H 0.1065
45. H 0.0606
46. H 0.0664
47. H 0.0605
48. H 0.1236
49. H 0.0779
50. H 0.0626
51. H 0.0890
52. N 0.1266
53. C -0.3706
54. C -0.0828
55. N 0.0762
56. C -0.1540
57. C -0.1472
58. N 0.0989
59. H 0.0452
60. H 0.0798
61. H 0.0995
62. H 0.0960
63. H 0.0894
64. C -0.4500
65. Te 1.1882
66. C -0.4473
67. H -0.0351
68. H -0.0560
69. H -0.0394
70. H -0.0142
71. H -0.0301
72. H -0.0050
73. C -0.2038
74. Si 0.3693
75. C -0.2016
76. C -0.1991
77. C -0.2872
78. C -0.4460
79. H 0.0158
80. H 0.0195
81. H 0.0219
82. H 0.0166
83. H 0.0257
84. H 0.0220
85. H 0.0179
86. H 0.0243
87. H 0.0283